Formula: C19H21ClN2O3S
Source: the OMol25 dataset
Level of theory: ωB97M-V with the def2-TZVPD basis set

- gap between HOMO and LUMO (eV) = 9.713
- energy above the lowest of the compared OMol25 structures with the same formula, charge and spin (kcal/mol) = 9.1
- DFT total energy (hartree) = -1930.25685
- SMILES string = O=C(NCc1ccccc1)C1CCN(S(=O)(=O)c2ccc(Cl)cc2)CC1
- HOMO level (eV) = -9.214
- multiplicity = 1

Element x y z (Å)
O 1.687 -0.921 -0.065
C 0.958 -1.783 0.381
N 0.944 -3.050 -0.083
H 0.257 -3.700 0.264
C 1.691 -3.455 -1.259
C 0.776 -3.642 -2.442
C 0.638 -4.876 -3.060
C -0.227 -5.030 -4.131
C -0.967 -3.953 -4.586
C -0.836 -2.718 -3.970
C 0.031 -2.563 -2.905
H 0.143 -1.601 -2.426
H -1.410 -1.874 -4.325
H -1.642 -4.074 -5.419
H -0.323 -5.994 -4.609
H 1.214 -5.720 -2.707
H 2.236 -4.378 -1.041
H 2.406 -2.650 -1.454
C -0.048 -1.501 1.496
C -1.269 -0.849 0.829
C -2.248 -0.322 1.879
N -1.613 0.553 2.830
S -1.616 2.184 2.517
O -2.931 2.507 2.047
O -1.109 2.829 3.691
C -0.459 2.483 1.172
C -0.912 2.435 -0.133
C -0.014 2.584 -1.176
C 1.330 2.782 -0.889
C 1.781 2.859 0.422
C 0.874 2.709 1.457
H 1.184 2.777 2.488
H 2.827 3.027 0.624
Cl 2.452 2.948 -2.180
H -0.347 2.545 -2.201
H -1.966 2.292 -0.314
C -0.466 -0.013 3.494
C 0.579 -0.544 2.513
H 1.366 -1.059 3.065
H 1.037 0.278 1.961
H -0.820 -0.828 4.137
H -0.051 0.773 4.126
H -2.687 -1.160 2.433
H -3.053 0.250 1.416
H -0.919 -0.025 0.206
H -1.777 -1.572 0.187
H -0.350 -2.430 1.991

Löwdin population analysis, charges in e, atoms 1 to 2: number 1, O, carries 0.07; number 2, C, carries -0.48

---

Formula: C19H21ClN2O5
Source: the OMol25 dataset
Level of theory: ωB97M-V with the def2-TZVPD basis set

- gap between HOMO and LUMO (eV) = 7.855
- energy above the lowest of the compared OMol25 structures with the same formula, charge and spin (kcal/mol) = 61.3
- DFT total energy (hartree) = -1682.43810
- SMILES string = CCNC(=O)C1=C(C)N(CC)C(C(=O)O)=C(C(=O)O)[C@@H]1c1ccccc1Cl
- HOMO level (eV) = -7.283
- multiplicity = 1

Element x y z (Å)
O -2.940 0.382 -3.788
O -1.690 -2.741 -2.168
O 2.654 1.108 0.214
Cl 2.570 -2.637 -2.234
O -4.067 -0.132 -1.811
O -0.255 -1.850 -3.637
C -2.975 0.232 -2.552
C -0.960 -1.822 -2.508
C 1.746 0.592 0.764
C -1.661 0.416 -1.747
C -0.224 1.740 -0.246
C -0.868 -0.745 -1.566
C 0.586 0.659 -0.029
C 1.125 -4.341 1.034
C 0.244 -3.447 1.522
C 1.816 -4.088 -0.193
C 0.050 -2.263 0.914
C 1.601 -2.894 -0.808
C 0.784 -1.892 -0.257
N 1.869 0.217 2.050
N -1.314 1.632 -1.210
C -0.194 2.911 0.763
C 0.451 -0.551 -0.862
C 3.054 1.566 3.927
C -3.232 3.010 -0.731
C 3.042 0.396 2.916
C -2.045 2.797 -1.636
H -4.838 -0.267 -2.452
H -0.656 -2.560 -4.163
H 1.215 -5.348 1.335
H -0.274 -3.709 2.401
H 2.429 -4.829 -0.702
H -0.633 -1.575 1.351
H 1.053 -0.161 2.381
H 0.719 2.814 1.423
H -1.092 2.829 1.395
H -0.165 3.919 0.261
H 0.945 -0.456 -1.841
H 2.258 1.469 4.630
H 2.882 2.471 3.265
H 4.061 1.609 4.413
H -2.951 2.856 0.309
H -4.005 2.299 -0.984
H -3.583 3.993 -0.809
H 3.866 0.516 2.291
H 3.151 -0.513 3.520
H -2.274 2.795 -2.668
H -1.273 3.592 -1.477

Löwdin population analysis, charges in e, atoms 1 to 2: number 1, O, carries 0.10; number 2, O, carries 0.12

---

Formula: C19H21ClN2O6PS2
Source: the OMol25 dataset
Level of theory: ωB97M-V with the def2-TZVPD basis set

- net charge = +1
- gap between HOMO and LUMO (eV) = 8.429
- DFT total energy (hartree) = -2895.16592
- HOMO level (eV) = -12.342
- multiplicity = 1

Element x y z (Å)
O 4.997 1.977 3.907
C 4.816 1.498 2.560
C 4.744 2.722 1.639
C 4.172 2.464 0.229
C 2.616 2.507 0.162
C 2.016 1.253 0.728
N 2.570 0.022 0.402
C 1.750 -0.926 0.873
P 1.976 -2.672 0.189
O 3.524 -3.072 0.606
Cl 0.784 -3.981 1.183
N 0.932 -0.355 1.750
S -0.014 -1.179 2.914
C 1.004 1.051 1.580
S 0.045 2.300 2.341
H 4.141 1.900 4.338
H 5.657 0.833 2.338
H 3.899 0.891 2.571
H 4.229 3.556 2.123
H 5.781 3.050 1.492
H 4.581 1.572 -0.263
H 4.494 3.308 -0.393
H 2.221 3.418 0.613
H 2.366 2.559 -0.908
H 3.423 -0.188 -0.093
H 4.089 -2.555 0.013
H 0.909 -1.674 3.783
H -1.178 2.170 1.771
C -2.529 -2.624 -2.469
C -3.035 -3.410 -3.417
C -2.231 -3.795 -4.604
O -2.685 -4.507 -5.469
C -0.843 -3.269 -4.689
C -0.343 -2.483 -3.739
C -1.150 -2.102 -2.558
O -0.695 -1.380 -1.686
H -3.101 -2.332 -1.595
H -4.043 -3.801 -3.369
H -0.271 -3.560 -5.561
H 0.664 -2.088 -3.785
C -6.284 1.556 0.858
C -6.122 0.239 0.763
C -4.852 -0.344 0.272
O -4.693 -1.544 0.187
C -3.765 0.595 -0.113
C -3.928 1.911 -0.017
C -5.200 2.497 0.479
O -5.343 3.695 0.570
H -7.203 2.002 1.216
H -6.899 -0.463 1.039
H -2.844 0.146 -0.470
H -3.150 2.615 -0.290

Löwdin population analysis, charges in e, atoms 1 to 2: number 1, O, carries -0.06; number 2, C, carries -0.25

---

Formula: C19H21ClN4O4
Source: the OMol25 dataset
Level of theory: ωB97M-V with the def2-TZVPD basis set

- gap between HOMO and LUMO (eV) = 7.398
- energy above the lowest of the compared OMol25 structures with the same formula, charge and spin (kcal/mol) = 590.7
- DFT total energy (hartree) = -1715.92554
- HOMO level (eV) = -7.813
- multiplicity = 1

Element x y z (Å)
O -0.086 -0.127 2.396
C 0.966 -0.300 1.568
N 1.787 -1.286 1.702
C 2.786 -1.813 0.944
C 3.810 -2.607 1.458
C 4.836 -2.922 0.941
C 4.881 -2.735 -0.307
C 3.886 -1.964 -1.229
C 2.731 -1.556 -0.501
H 2.007 -1.163 -0.943
Cl 3.905 -1.507 -2.790
H 5.733 -2.814 -1.139
H 5.730 -3.509 1.283
H 3.757 -2.515 2.712
H 1.446 -1.917 2.451
C 1.158 0.692 0.684
C 2.522 1.103 0.787
C 2.872 2.296 0.056
C 2.144 3.027 -1.021
C 0.759 2.440 -1.017
C 0.291 1.265 -0.494
N -0.996 0.824 -0.503
C -1.229 -0.550 -0.447
H -0.442 -1.185 0.051
C -2.439 -0.665 0.166
N -3.465 -0.071 -0.169
C -3.183 1.122 -0.248
C -1.956 1.646 -1.213
H -1.828 2.507 -1.124
H -2.225 1.076 -2.108
H -4.028 1.981 -0.695
H -2.966 1.695 0.621
C -4.773 -0.277 0.553
H -4.835 -1.469 0.887
C -6.031 -0.248 -0.408
O -6.034 -1.147 -1.160
H -6.740 -1.237 -2.030
H -6.916 -0.041 0.451
H -5.898 0.749 -1.032
H -5.046 0.497 1.481
H -2.624 -1.970 0.609
H -2.317 -0.417 1.661
H -1.585 -1.095 -1.467
H 0.102 2.685 -1.861
H 2.275 3.822 -1.614
N 4.374 2.809 0.143
O 5.045 2.183 0.968
O 4.657 3.724 -0.435
H 3.183 0.964 1.381

Löwdin population analysis, charges in e, atoms 1 to 2: number 1, O, carries -0.03; number 2, C, carries -0.48

---

- Look up the gap between HOMO and LUMO of the first one.
  9.713 eV

---

- Among the records above, which one has the highest gap between HOMO and LUMO?
  C19H21ClN2O3S

---

Repeat the third record exactly.
Formula: C19H21ClN2O6PS2
Source: the OMol25 dataset
Level of theory: ωB97M-V with the def2-TZVPD basis set

- net charge = +1
- gap between HOMO and LUMO (eV) = 8.429
- DFT total energy (hartree) = -2895.16592
- HOMO level (eV) = -12.342
- multiplicity = 1

Element x y z (Å)
O 4.997 1.977 3.907
C 4.816 1.498 2.560
C 4.744 2.722 1.639
C 4.172 2.464 0.229
C 2.616 2.507 0.162
C 2.016 1.253 0.728
N 2.570 0.022 0.402
C 1.750 -0.926 0.873
P 1.976 -2.672 0.189
O 3.524 -3.072 0.606
Cl 0.784 -3.981 1.183
N 0.932 -0.355 1.750
S -0.014 -1.179 2.914
C 1.004 1.051 1.580
S 0.045 2.300 2.341
H 4.141 1.900 4.338
H 5.657 0.833 2.338
H 3.899 0.891 2.571
H 4.229 3.556 2.123
H 5.781 3.050 1.492
H 4.581 1.572 -0.263
H 4.494 3.308 -0.393
H 2.221 3.418 0.613
H 2.366 2.559 -0.908
H 3.423 -0.188 -0.093
H 4.089 -2.555 0.013
H 0.909 -1.674 3.783
H -1.178 2.170 1.771
C -2.529 -2.624 -2.469
C -3.035 -3.410 -3.417
C -2.231 -3.795 -4.604
O -2.685 -4.507 -5.469
C -0.843 -3.269 -4.689
C -0.343 -2.483 -3.739
C -1.150 -2.102 -2.558
O -0.695 -1.380 -1.686
H -3.101 -2.332 -1.595
H -4.043 -3.801 -3.369
H -0.271 -3.560 -5.561
H 0.664 -2.088 -3.785
C -6.284 1.556 0.858
C -6.122 0.239 0.763
C -4.852 -0.344 0.272
O -4.693 -1.544 0.187
C -3.765 0.595 -0.113
C -3.928 1.911 -0.017
C -5.200 2.497 0.479
O -5.343 3.695 0.570
H -7.203 2.002 1.216
H -6.899 -0.463 1.039
H -2.844 0.146 -0.470
H -3.150 2.615 -0.290

Löwdin population analysis, charges in e, atoms 1 to 2: number 1, O, carries -0.06; number 2, C, carries -0.25